Entry 1:
Molecular formula: C61H116F27N10O19S9
Method: DFT, ωB97M-V with the def2-TZVPD basis set

The calculation puts the gap between HOMO and LUMO at 9.42 eV. For the HOMO energy, the calculation gives -11.1 eV. As for the total energy: -10650.60874 a.u. The calculation puts the LUMO energy at -1.6 eV.

Structure (ORCA input):
```
! RIJCOSX wB97M-V def2-TZVPD def2/J DEFGRID3
* xyz 1 1
C 24.227 14.002 11.952
C 24.943 15.359 11.733
C 24.011 16.497 11.363
C 22.781 16.658 12.264
N 23.022 17.240 13.616
C 21.705 17.639 14.172
C 22.076 18.609 15.375
C 23.364 19.352 14.849
C 23.873 18.574 13.646
C 23.713 16.255 14.605
H 23.677 13.612 11.147
H 23.395 13.921 12.725
H 24.960 13.227 12.301
H 25.582 15.175 10.885
H 25.580 15.520 12.607
H 23.684 16.344 10.310
H 24.446 17.486 11.315
H 22.352 15.680 12.488
H 22.095 17.332 11.843
H 21.186 16.769 14.548
H 21.237 18.304 13.446
H 22.254 18.066 16.291
H 21.200 19.268 15.577
H 24.124 19.313 15.684
H 23.190 20.365 14.490
H 24.927 18.356 13.748
H 23.638 19.101 12.675
H 23.099 15.388 14.624
H 23.753 16.728 15.619
H 24.720 16.108 14.263
C 19.038 21.420 15.198
C 18.626 21.316 16.641
C 17.308 20.666 16.860
C 17.110 20.541 18.323
N 15.843 19.875 18.813
C 15.920 19.765 20.394
C 15.314 18.424 20.667
C 14.956 17.751 19.235
C 15.858 18.478 18.321
C 14.619 20.657 18.373
H 19.958 21.961 15.149
H 18.341 21.914 14.544
H 19.150 20.428 14.798
H 18.581 22.333 17.044
H 19.413 20.755 17.224
H 17.216 19.645 16.404
H 16.497 21.272 16.364
H 17.016 21.566 18.736
H 17.981 20.068 18.853
H 15.340 20.561 20.896
H 17.018 19.789 20.624
H 14.429 18.465 21.320
H 15.938 17.690 21.243
H 13.901 17.815 19.052
H 15.193 16.623 19.237
H 15.611 18.428 17.243
H 16.919 18.082 18.432
H 13.760 20.203 18.874
H 14.536 20.512 17.308
H 14.616 21.704 18.672
C 28.290 19.453 13.450
C 27.753 19.446 12.069
C 27.159 20.778 11.555
C 28.234 21.750 11.052
N 27.584 23.002 10.422
C 28.669 24.010 10.089
C 27.897 25.400 9.896
C 26.753 25.291 10.884
C 26.680 23.789 11.374
C 26.805 22.659 9.225
H 27.619 19.721 14.270
H 29.124 20.204 13.565
H 28.833 18.504 13.560
H 26.872 18.840 12.022
H 28.415 18.990 11.357
H 26.637 21.277 12.365
H 26.412 20.576 10.819
H 28.927 21.238 10.341
H 28.789 22.116 11.919
H 29.195 23.660 9.210
H 29.383 24.047 10.908
H 27.550 25.543 8.890
H 28.626 26.153 10.139
H 25.801 25.703 10.460
H 26.899 26.010 11.752
H 25.737 23.197 11.422
H 27.148 23.808 12.343
H 26.273 23.502 8.938
H 26.092 21.887 9.526
H 27.257 22.401 8.299
C 26.468 25.120 21.808
C 26.254 25.261 20.277
C 26.406 23.883 19.545
C 25.653 22.848 20.399
N 25.053 21.683 19.663
C 24.780 20.600 20.638
C 25.978 19.826 20.802
C 26.953 20.362 19.731
C 25.938 20.976 18.702
C 23.802 22.215 19.033
H 27.525 25.185 22.074
H 26.059 24.261 22.209
H 26.009 25.952 22.370
H 26.956 25.984 19.839
H 25.205 25.509 20.216
H 27.457 23.473 19.338
H 25.952 23.869 18.566
H 24.814 23.333 20.886
H 26.235 22.499 21.272
H 24.003 20.031 20.136
H 24.275 20.860 21.563
H 25.848 18.752 20.649
H 26.338 19.971 21.830
H 27.507 19.558 19.279
H 27.624 21.129 20.084
H 25.298 20.173 18.225
H 26.353 21.527 17.804
H 23.326 21.402 18.530
H 23.972 23.073 18.370
H 23.112 22.607 19.786
C 19.615 25.745 13.109
C 21.139 25.634 12.940
C 21.726 25.253 14.235
N 23.165 25.287 14.418
C 23.758 24.531 13.276
C 23.574 24.637 15.718
C 24.048 25.800 16.581
C 24.657 26.807 15.610
C 23.614 26.769 14.400
H 19.010 24.870 13.071
H 19.186 26.530 12.488
H 19.420 26.086 14.122
H 21.492 26.627 12.716
H 21.364 24.884 12.214
H 21.483 24.195 14.436
H 21.305 25.880 15.067
H 23.718 23.458 13.522
H 24.830 24.728 13.222
H 23.328 24.836 12.339
H 24.366 23.970 15.509
H 22.791 24.083 16.255
H 24.737 25.453 17.338
H 23.242 26.308 17.118
H 25.566 26.545 15.035
H 24.793 27.834 16.029
H 23.971 26.977 13.437
H 22.720 27.326 14.615
C 15.417 29.528 8.275
C 15.546 28.999 9.702
C 15.737 27.447 9.729
N 15.364 26.869 11.031
C 16.273 27.507 12.064
C 15.530 25.392 11.024
C 14.697 24.905 12.202
C 13.461 25.725 11.930
C 13.945 27.102 11.443
H 14.504 29.964 8.123
H 15.609 28.786 7.522
H 16.180 30.275 8.160
H 14.704 29.281 10.307
H 16.477 29.349 10.193
H 16.763 27.195 9.567
H 15.145 26.938 8.947
H 16.327 26.894 12.910
H 15.929 28.523 12.289
H 17.248 27.563 11.693
H 16.621 25.137 11.030
H 15.069 24.940 10.152
H 15.039 25.066 13.268
H 14.591 23.854 12.098
H 12.712 25.793 12.758
H 12.958 25.366 10.991
H 13.947 27.802 12.245
H 13.370 27.477 10.628
C 28.876 23.374 15.958
F 29.551 24.476 16.215
F 29.617 22.634 15.089
F 28.765 22.679 17.060
S 27.298 23.797 15.133
O 26.407 24.037 16.234
O 27.636 24.896 14.290
O 26.922 22.583 14.427
C 23.283 15.591 19.664
F 22.450 14.691 19.123
F 23.306 15.419 20.940
F 24.507 15.387 19.146
S 22.574 17.214 19.293
O 22.921 17.987 20.455
O 23.221 17.655 18.076
N 21.069 16.997 19.214
S 19.980 16.722 18.092
O 19.088 17.854 17.824
O 20.528 15.994 16.919
C 18.899 15.579 18.927
F 19.488 14.422 18.973
F 18.596 16.014 20.104
F 17.736 15.461 18.225
C 17.123 28.672 15.959
F 16.687 29.821 16.566
F 17.360 28.919 14.707
F 18.206 28.236 16.583
S 15.816 27.291 16.226
O 15.639 27.218 17.650
O 14.725 27.620 15.331
N 16.593 26.097 15.682
S 17.056 24.824 16.452
O 16.024 23.810 16.460
O 18.358 24.407 15.962
C 17.586 25.056 18.279
F 18.445 26.045 18.496
F 16.497 25.113 19.028
F 18.240 23.888 18.651
C 23.802 30.344 11.563
F 23.080 31.354 12.028
F 24.729 30.889 10.752
F 24.489 29.820 12.619
S 22.859 28.909 10.607
O 23.203 29.008 9.219
O 23.386 27.741 11.313
N 21.323 29.223 10.835
S 20.118 28.411 10.321
O 20.473 27.037 10.076
O 18.914 28.746 10.978
C 19.734 29.102 8.609
F 20.710 28.859 7.791
F 18.584 28.647 8.056
F 19.525 30.462 8.735
C 19.577 20.568 11.244
F 19.381 19.342 11.787
F 19.571 20.618 9.890
F 18.645 21.370 11.780
S 21.270 20.981 11.687
O 21.275 21.135 13.130
O 21.974 19.830 11.117
N 21.589 22.254 10.897
S 22.505 22.039 9.601
O 23.850 21.490 9.823
O 21.889 21.585 8.378
C 22.888 23.858 9.270
F 23.547 24.308 10.280
F 23.666 23.821 8.231
F 21.807 24.571 9.028
*
```

Entry 2:
Molecular formula: C10H18F2N2O4S2Si2
Method: DFT, ωB97M-V with the def2-TZVPD basis set

The calculation puts the gap between HOMO and LUMO at 7.84 eV. For the HOMO energy, the calculation gives -8.1 eV. As for the total energy: -2377.45943 a.u. The calculation puts the LUMO energy at -0.3 eV.

Structure (ORCA input):
```
! RIJCOSX wB97M-V def2-TZVPD def2/J DEFGRID3
* xyz 0 1
O 2.204 -1.719 1.614
C 2.926 -2.526 1.070
F 2.500 -3.733 0.761
N 4.264 -2.313 0.639
Si 4.530 -0.669 -0.080
O 3.955 -0.706 -1.619
Si 2.524 0.102 -1.979
C 2.452 1.857 -1.300
C 1.431 2.119 -0.192
C 0.064 1.515 -0.443
S -1.208 2.624 0.244
C -2.641 1.702 -0.325
S -3.554 2.308 -1.498
N -2.804 0.476 0.357
C -3.037 -0.667 -0.515
C -4.517 -1.048 -0.676
O -5.388 -0.026 -0.286
C -5.212 0.243 1.078
C -3.753 0.552 1.467
C 5.127 -2.472 1.728
O 5.762 -1.602 2.270
F 5.189 -3.726 2.123
H 5.979 -0.459 -0.120
H 3.907 0.366 0.748
H 2.426 0.176 -3.450
H 1.350 -0.675 -1.530
H 3.409 2.202 -0.938
H 2.205 2.509 -2.126
H 1.307 3.185 -0.078
H 1.772 1.770 0.769
H -0.170 1.408 -1.493
H -0.047 0.549 0.016
H -2.530 -1.522 -0.088
H -2.568 -0.478 -1.465
H -4.729 -1.914 -0.052
H -4.695 -1.309 -1.702
H -5.540 -0.630 1.639
H -5.815 1.098 1.312
H -3.403 -0.111 2.243
H -3.672 1.544 1.878
*
```